Entry 1:
Below is a structure of composition C4H3O7P in a non-equilibrium geometry, with properties calculated with ωB97M-V/def2-TZVPD.

Geometry as XYZ:
```
15
Properties=species:S:1:pos:R:3:forces:R:3
C 2.368 -1.233 -1.134 0.300 -0.171 -0.090
C 1.290 -0.590 -0.684 -0.024 0.403 -0.113
C -0.688 1.434 2.272 -0.046 0.660 0.509
C -1.562 0.408 -1.395 0.372 -0.315 0.918
O -1.739 1.228 1.481 0.170 -1.074 -1.269
O -1.592 -0.583 -2.095 0.012 -1.036 -0.685
O -0.705 2.265 3.173 -0.192 0.550 0.530
O -1.777 1.584 -1.557 -0.187 1.402 -0.014
O -1.926 -1.293 1.032 -0.407 -0.671 0.298
O 0.369 -1.142 0.072 -0.796 0.310 0.267
O 0.300 0.682 1.971 -0.035 -1.274 -1.400
P -1.109 -0.209 0.480 0.817 1.262 1.033
H 3.087 -0.740 -1.765 0.063 0.216 -0.095
H 2.544 -2.269 -0.897 -0.028 -0.237 0.101
H 1.140 0.458 -0.954 -0.019 -0.025 0.009
```
Positions in Å, forces in eV/Å.

Calculated values
Charge ... -2
2S+1 ... 1
Total energy ... -1022.357982 Eh


Entry 2:
Below is a structure of composition C26H33IrN6P2 in a non-equilibrium geometry, with properties calculated with ωB97M-V/def2-TZVPD.

Geometry as XYZ:
```
68
Properties=species:S:1:pos:R:3:forces:R:3
Ir 0.111 -0.116 1.120 -0.451 -0.381 0.301
C -1.010 2.613 -0.705 0.061 -0.026 -0.350
P -1.384 0.937 -0.118 -0.296 -0.618 0.322
C -2.063 0.128 -1.642 0.083 0.317 -0.122
C -2.892 1.188 0.863 -0.200 0.119 -0.270
C -4.163 1.436 0.353 -0.020 -0.050 0.024
C -5.249 1.502 1.215 0.032 -0.038 0.057
C -5.064 1.326 2.583 0.014 -0.005 -0.066
C -3.790 1.119 3.094 -0.013 0.211 0.008
C -2.699 1.071 2.232 -0.124 -0.183 0.342
P -0.967 0.882 2.752 0.478 1.302 -0.433
C -0.471 2.599 3.147 -0.272 -0.010 0.385
C -1.021 0.140 4.393 0.012 -0.210 0.076
H -1.931 3.047 -1.095 0.034 0.120 -0.020
H -0.263 2.600 -1.502 0.014 0.031 0.041
H -0.634 3.229 0.110 -0.027 -0.040 -0.003
H -2.912 -0.473 -1.325 0.000 -0.088 -0.018
H -0.806 -1.595 -1.710 0.078 0.017 0.097
H -2.428 0.889 -2.336 -0.094 -0.006 -0.018
H -4.324 1.551 -0.714 0.009 0.020 0.043
H -6.243 1.674 0.822 0.016 0.009 0.012
H -5.913 1.350 3.254 0.015 0.017 -0.032
H -3.658 1.009 4.163 -0.002 -0.014 -0.033
H -1.249 3.128 3.701 0.030 0.024 0.045
H -0.260 3.134 2.226 0.008 0.024 -0.002
H 0.436 2.579 3.754 0.033 -0.018 -0.062
H -1.517 0.837 5.068 -0.024 -0.059 0.068
H -0.004 -0.018 4.745 0.018 0.044 0.050
H -1.547 -0.814 4.390 -0.008 0.018 -0.017
N -0.095 -5.442 -0.655 -0.048 0.052 -0.077
C 1.061 -5.016 -1.190 -0.293 -0.197 0.274
N 1.775 -5.871 -1.925 0.022 0.145 -0.058
N 1.529 -3.797 -1.014 0.296 0.375 -0.194
C 0.884 -2.887 -0.352 -0.281 -0.547 0.237
N 0.300 -2.072 0.244 1.007 0.218 -0.769
H -0.420 -6.386 -0.765 0.020 -0.044 0.019
H -0.609 -4.838 -0.038 -0.014 0.002 0.050
H 1.476 -6.812 -2.105 0.008 -0.028 0.033
H 2.636 -5.546 -2.327 0.062 -0.006 -0.014
C 5.259 -0.246 3.337 -0.268 -0.043 -0.009
N 3.840 -0.572 3.153 0.225 -0.028 0.038
C 3.086 -1.419 3.929 0.123 0.126 -0.036
C 1.834 -1.400 3.403 0.079 0.086 -0.254
N 1.814 -0.542 2.314 -0.168 -0.823 0.569
C 3.039 -0.075 2.196 0.057 0.116 -0.069
H 5.673 -0.922 4.078 0.019 -0.018 0.012
H 5.368 0.778 3.685 0.002 0.013 0.019
H 5.793 -0.377 2.400 0.004 -0.010 -0.017
H 3.504 -1.942 4.773 -0.026 0.015 -0.060
H 0.963 -1.954 3.709 0.009 0.039 -0.024
H 3.383 0.608 1.435 -0.052 0.013 0.081
C -2.954 -2.367 -5.946 -0.014 -0.046 0.031
C -3.460 -2.637 -4.665 0.012 0.014 -0.056
C -2.844 -2.149 -3.524 -0.025 -0.014 0.066
C -1.703 -1.364 -3.625 -0.012 -0.052 0.169
C -1.050 -0.784 -2.407 -0.140 0.108 -0.367
C 0.199 -0.049 -2.674 -0.003 -0.026 0.027
C 0.691 0.173 -3.920 0.029 -0.025 -0.063
C -0.001 -0.345 -5.032 -0.187 -0.104 0.126
C -1.177 -1.105 -4.913 0.237 0.183 -0.050
C -1.818 -1.614 -6.068 -0.011 -0.003 -0.089
H -3.451 -2.758 -6.823 -0.003 0.021 0.052
H -4.356 -3.237 -4.566 0.042 0.008 -0.008
H -3.258 -2.383 -2.550 0.008 0.029 -0.067
H 0.735 0.338 -1.810 -0.056 -0.053 0.007
H 1.606 0.733 -4.066 -0.054 -0.025 -0.016
H 0.391 -0.162 -6.028 -0.016 0.003 0.032
H -1.399 -1.399 -7.044 0.002 0.001 0.030
```
Positions in Å, forces in eV/Å.

Calculated values
Charge ... +2
2S+1 ... 1
Total energy ... -2125.700216 Eh


Entry 3:
Below is an isolated molecule of C3H8NP in a non-equilibrium geometry, with properties calculated with ωB97M-V/def2-TZVPD.

Geometry as XYZ:
```
13
Properties=species:S:1:pos:R:3:forces:R:3
C 0.094 -1.564 -0.899 3.353 0.215 4.130
C 0.030 -0.211 -0.174 -0.289 1.101 -0.374
C -0.980 -0.191 0.969 0.678 -0.049 0.551
N 0.865 0.750 -0.422 -1.884 -3.384 0.060
P 1.118 2.272 0.292 -0.059 -0.587 0.656
H -0.368 -1.812 -1.786 -0.938 0.274 -2.096
H -0.254 -2.298 -0.137 0.098 0.257 -0.576
H 1.224 -1.684 -0.890 -1.262 -0.402 -0.857
H -1.238 0.875 1.151 -0.348 -0.954 0.302
H -0.425 -0.629 1.837 -0.088 0.802 -0.305
H -1.807 -0.937 0.940 0.172 1.060 -0.687
H -0.089 2.958 -0.021 0.096 0.028 -0.225
H 1.830 2.471 -0.861 0.472 1.639 -0.580
```
Positions in Å, forces in eV/Å.

Calculated values
SMILES ... CC(C)=NP
2S+1 ... 1
Total energy ... -515.146452 Eh


Entry 4:
Below is a structure of composition C24H52B3BrN6O8P2S in a non-equilibrium geometry, with properties calculated with ωB97M-V/def2-TZVPD.

Geometry as XYZ:
```
97
Properties=species:S:1:pos:R:3:forces:R:3
C 0.970 -2.790 -2.768 -0.305 -0.416 -0.631
C -0.096 -3.844 -3.252 0.352 -0.356 1.464
Br -0.441 -3.768 -5.214 0.223 0.028 0.647
C -1.470 -3.786 -2.485 -0.812 -0.577 -0.466
B -2.550 -2.805 -3.164 1.580 0.006 -0.408
O -2.345 -1.400 -2.988 -2.220 -1.392 0.964
B -3.618 -0.902 -2.625 0.316 1.280 -1.156
C -3.976 -0.246 -1.203 0.938 1.239 -0.362
C -2.667 0.458 -0.642 -0.430 0.087 -0.610
O -2.159 0.145 0.406 -0.148 0.152 -0.605
C -2.116 1.619 -1.559 -0.347 0.303 0.149
C -2.800 2.905 -1.433 2.123 -0.021 -2.253
C -2.323 3.984 -2.315 0.725 -2.439 0.420
C -1.216 3.711 -3.237 -0.349 -0.768 0.454
C -0.551 2.415 -3.337 -1.853 -0.211 1.743
C -1.016 1.337 -2.468 -0.968 2.052 0.263
O -4.622 -0.987 -3.655 0.510 -2.565 1.605
B -4.753 -2.376 -3.869 0.900 0.894 -0.652
S -6.543 -2.987 -4.117 -2.742 -0.273 -1.877
C -7.194 -3.455 -2.458 0.559 -0.710 0.194
O -7.396 -1.886 -4.598 1.344 -0.657 1.070
O -6.558 -4.159 -5.002 0.597 0.670 1.361
O -3.692 -3.287 -3.875 -0.636 1.783 1.458
H 0.764 -2.584 -1.685 0.366 -0.129 -1.037
H 1.993 -3.244 -2.901 -0.996 0.590 0.230
H 0.923 -1.864 -3.395 -0.031 -0.662 0.729
H 0.336 -4.862 -3.058 -0.455 0.972 -0.463
H -1.337 -3.512 -1.396 0.169 -0.258 -1.122
H -1.920 -4.823 -2.514 0.520 0.990 0.077
H -4.414 -0.958 -0.461 0.393 0.595 -0.560
H -4.682 0.609 -1.428 0.411 -1.048 0.297
H -3.657 3.059 -0.730 0.994 -0.218 -0.736
H -2.826 4.972 -2.237 0.672 -0.787 -0.318
H -0.863 4.515 -3.932 -0.437 -0.758 0.887
H 0.276 2.192 -4.050 -0.837 0.558 0.649
H -0.585 0.306 -2.453 -0.331 1.176 -0.193
H -8.300 -3.287 -2.449 1.092 0.161 -0.119
H -6.644 -2.906 -1.650 -0.697 -0.195 -0.735
H -6.993 -4.547 -2.316 -0.111 0.886 -0.217
O 1.464 5.847 -1.232 1.451 -2.954 -1.372
P 2.319 5.404 -0.042 -2.275 5.699 3.395
N 1.014 5.278 1.069 -0.856 -0.114 1.239
C 0.256 6.407 1.574 0.074 0.381 -0.360
C 0.142 4.130 0.827 0.572 -0.440 -0.323
N 3.250 6.844 0.033 0.605 0.561 -1.104
C 3.279 7.814 1.108 0.521 -0.279 0.567
C 3.431 7.556 -1.234 -0.343 -0.124 -0.249
N 3.391 4.774 1.254 1.079 -2.528 -1.373
C 4.005 3.500 0.840 0.435 0.318 -0.043
C 3.081 4.699 2.673 -0.892 -0.209 0.170
H -0.310 6.105 2.462 -0.060 -0.188 -0.159
H -0.438 6.816 0.829 -0.071 0.103 0.099
H 0.904 7.207 1.924 0.111 0.034 -0.195
H 0.661 3.206 1.116 -0.036 -0.089 -0.086
H -0.133 4.046 -0.230 -0.139 -0.012 0.012
H -0.779 4.167 1.411 0.167 0.220 0.095
H 2.392 8.458 1.102 -0.038 0.007 -0.015
H 4.149 8.470 1.006 -0.028 -0.091 -0.152
H 3.387 7.362 2.092 -0.192 -0.171 -0.027
H 2.558 8.173 -1.478 0.000 0.021 -0.135
H 3.602 6.859 -2.053 -0.188 0.053 0.053
H 4.309 8.205 -1.196 0.002 -0.039 0.320
H 3.277 2.684 0.865 0.107 -0.180 0.056
H 4.852 3.242 1.480 -0.070 0.020 0.057
H 4.388 3.586 -0.182 -0.062 0.013 -0.043
H 2.386 3.884 2.911 0.013 0.038 0.099
H 2.662 5.623 3.066 -0.108 -0.020 -0.241
H 4.004 4.523 3.236 0.175 -0.082 -0.353
O 0.531 -4.146 0.551 1.501 -2.848 -1.456
P 1.380 -4.597 1.747 -2.406 5.554 3.540
N 0.059 -4.785 2.831 -0.888 -0.208 1.155
C -0.738 -3.688 3.350 0.043 0.407 -0.343
C -0.778 -5.949 2.546 0.580 -0.363 -0.259
N 2.268 -3.136 1.873 0.571 0.538 -1.092
C 2.256 -2.192 2.972 0.510 -0.255 0.600
C 2.447 -2.393 0.628 -0.332 -0.093 -0.289
N 2.446 -5.231 3.045 1.139 -2.454 -1.414
C 3.102 -6.476 2.610 0.450 0.327 -0.034
C 2.115 -5.349 4.456 -0.900 -0.235 0.166
H -1.311 -4.026 4.219 -0.044 -0.189 -0.163
H -1.428 -3.278 2.602 -0.062 0.109 0.102
H -0.116 -2.881 3.731 0.112 0.040 -0.198
H -0.242 -6.866 2.821 -0.021 -0.077 -0.088
H -1.036 -6.014 1.483 -0.129 0.005 0.006
H -1.708 -5.944 3.117 0.162 0.211 0.098
H 1.352 -1.572 2.967 -0.037 -0.002 -0.030
H 3.110 -1.511 2.899 -0.019 -0.096 -0.160
H 2.362 -2.664 3.947 -0.182 -0.178 -0.038
H 1.558 -1.798 0.387 0.009 0.060 -0.129
H 2.648 -3.070 -0.203 -0.165 0.055 0.049
H 3.305 -1.719 0.686 -0.001 -0.044 0.335
H 2.397 -7.313 2.603 0.116 -0.172 0.058
H 3.945 -6.727 3.258 -0.077 0.018 0.056
H 3.500 -6.355 1.597 -0.062 0.015 -0.045
H 1.438 -6.189 4.662 0.019 0.036 0.102
H 1.664 -4.448 4.865 -0.103 -0.015 -0.247
H 3.032 -5.515 5.031 0.183 -0.070 -0.360
```
Positions in Å, forces in eV/Å.

Calculated values
2S+1 ... 1
Total energy ... -5605.581643 Eh


Entry 5:
Below is a cluster of 2 separate species, CH7N2O in total in a non-equilibrium geometry, with properties calculated with ωB97M-V/def2-TZVPD.

Geometry as XYZ:
```
11
Properties=species:S:1:pos:R:3:forces:R:3
N 0.126 -1.008 1.103 0.346 0.585 0.387
C 0.070 -0.551 -0.169 -1.702 -0.965 -0.284
N 1.009 -0.522 -1.102 -2.258 -0.089 -1.127
H 0.766 -1.737 1.473 -0.187 1.220 -0.684
H -0.419 -0.483 1.830 0.393 -1.080 -1.316
H -1.004 -0.299 -0.518 2.433 -0.559 0.495
H 0.616 -0.365 -2.082 1.193 -0.202 1.866
H 1.995 -0.713 -1.007 -0.002 -0.118 0.300
H -1.699 1.730 -0.322 2.160 -0.100 0.917
H -0.697 2.339 0.725 -0.009 -0.480 -0.634
O -0.762 1.609 0.070 -2.367 1.788 0.079
```
Positions in Å, forces in eV/Å.

Calculated values
Charge ... +1
2S+1 ... 1
Total energy ... -226.788526 Eh


In order of appearance, highest occupied orbital energy = -1.37 -11.85 -8.46 -8.08 -15.59 eV.
In order of appearance, frontier orbital gap = 7.61 4.43 9.36 7.00 11.88 eV.